# 1
DFT (ωB97M-V with the def2-TZVPD basis set) results for a molecular structure, C29H45N4O5RuS2Si.

XYZ file:
```
87
Properties=species:S:1:pos:R:3:nbo_charge:R:1
H -3.31 -1.02 -2.50 0.22
N -2.76 0.69 3.67 -0.55
H -1.20 2.23 -1.42 0.21
H 2.69 4.72 5.90 0.22
C -2.89 0.29 5.06 -0.22
H 0.01 -3.66 -4.95 0.22
H -3.54 1.36 -4.18 0.22
H 1.88 6.77 2.24 0.22
C 1.09 -1.66 3.03 0.28
Ru 0.54 0.02 0.82 1.04
C 2.05 -2.07 2.03 0.18
C 2.58 -2.01 -0.24 0.09
H 4.24 -3.19 -0.91 0.25
C -1.75 0.29 2.90 0.32
H 3.06 -2.13 -3.48 0.20
H -0.98 -3.77 -1.66 0.22
H -0.56 -1.23 -5.59 0.22
C -2.66 1.87 -4.55 -0.62
H 1.45 4.60 1.13 0.23
H -3.53 -0.43 -0.85 0.22
H -2.72 -4.00 -1.82 0.22
C 2.21 3.48 4.23 -0.18
H 2.47 6.82 4.64 0.22
C -2.22 1.28 6.00 -0.62
S -1.71 0.88 1.25 -0.05
H 2.63 -0.45 -3.83 0.21
C 2.42 4.69 4.85 -0.22
H 0.96 -1.32 -6.51 0.23
C -0.31 2.57 -4.01 -0.63
N 1.83 -1.59 0.78 -0.45
H 0.69 0.00 -5.37 0.21
C 2.58 -1.48 -4.20 -0.63
H -2.42 -0.68 5.16 0.22
C 1.56 2.18 2.18 0.76
H 0.03 2.18 -4.96 0.22
H -0.56 3.62 -4.13 0.23
H 0.53 -1.42 5.05 0.27
C 3.92 -3.34 1.22 -0.11
O 0.79 2.25 1.18 -0.66
O 2.01 1.08 2.56 -0.69
H -1.31 -2.91 0.78 0.20
C -1.92 -3.28 -1.93 -0.63
C -2.00 2.34 -2.17 -0.63
H -3.96 0.21 5.27 0.21
O 0.40 -1.71 -3.21 -0.96
C 1.17 -2.07 4.46 -0.68
C 1.86 3.45 2.88 -0.11
H 2.30 2.55 4.77 0.22
C 1.73 4.64 2.17 -0.17
H 3.27 -3.34 3.26 0.24
C -2.16 -2.08 -1.03 0.28
N -0.88 -0.57 3.36 -0.43
H -2.23 0.88 7.01 0.22
C -2.26 -2.51 0.43 -0.62
H -2.24 3.40 -2.25 0.23
Si -0.34 -0.53 -2.43 2.29
H -2.73 2.24 5.99 0.21
H 1.64 -3.60 -5.66 0.22
N 0.12 -0.90 2.57 -0.20
C -1.53 1.81 -3.52 0.29
H 2.32 -1.63 -1.22 0.24
C -3.41 -1.32 -1.46 -0.64
H -2.34 1.39 -5.47 0.22
H -1.18 1.44 5.69 0.21
O -1.02 -1.18 -1.11 -0.98
H -2.91 2.90 -4.76 0.22
H -2.87 1.79 -1.83 0.22
C 1.13 -1.89 -4.44 0.28
H 2.19 -2.00 4.83 0.24
H -2.54 -1.66 1.05 0.22
H -3.03 -3.27 0.54 0.22
H -3.34 1.43 3.31 0.42
H 4.76 -3.99 1.39 0.24
C 0.52 -1.05 -5.55 -0.63
S 1.10 0.69 -1.31 -0.28
C 1.05 -3.38 -4.77 -0.62
C 1.96 5.85 2.80 -0.22
H 0.51 2.50 -3.29 0.21
H 1.42 -3.97 -3.94 0.21
O -1.19 0.41 -3.40 -0.97
C 3.11 -2.96 2.27 -0.21
C 2.30 5.87 4.14 -0.18
H 0.83 -3.10 4.58 0.25
C 3.64 -2.88 -0.06 -0.24
H -4.29 -1.95 -1.35 0.23
H 3.13 -1.54 -5.13 0.23
H -1.86 -2.96 -2.96 0.21
```

The LUMO energy (spin up / spin down) is -0.135 / -0.193 hartree. As for the spin multiplicity: 5. Its charge is +1.

---

# 2
DFT (ωB97M-V with the def2-TZVPD basis set) results for 2 unconnected molecules or ions with the total composition C4H8O2.

XYZ file:
```
14
Properties=species:S:1:pos:R:3:nbo_charge:R:1
C 0.45 -0.28 -0.01 0.50
O 0.31 0.97 -0.35 -0.46
C 1.56 -0.48 0.97 -0.69
H -2.68 -0.79 1.14 0.05
C -1.67 -0.71 0.62 0.00
H -0.23 0.82 -2.35 0.18
H -1.56 0.84 -1.13 0.24
H 0.23 -1.03 -0.76 0.20
H -0.61 2.36 -1.51 0.20
O -0.82 -1.45 1.19 -0.66
C -0.60 1.27 -1.42 -0.29
H 1.68 -1.54 1.19 0.25
H 1.36 0.06 1.89 0.25
H 2.47 -0.08 0.52 0.23
```

The LUMO energy (spin up / spin down) is 0.017 / 0.017 hartree. As for the spin multiplicity: 1. The value obtained for the energy above the lowest of the compared OMol25 structures with the same formula, charge and spin is 565.3 kJ/mol.

---

# 3
DFT (ωB97M-V with the def2-TZVPD basis set) results for 2 unconnected molecules or ions with the total composition C4H9NO3.

XYZ file:
```
17
Properties=species:S:1:pos:R:3:nbo_charge:R:1
H 1.78 0.58 -2.45 0.24
C 0.67 0.70 -0.65 0.15
O -2.67 -0.55 1.32 -0.68
C 0.43 -1.62 -0.18 -0.46
C -1.88 0.53 1.18 1.02
H -0.34 -2.29 0.21 0.21
O -0.96 0.60 2.27 -0.71
H 0.22 1.70 -0.67 0.19
H 2.59 1.42 -1.13 0.23
H 1.29 -1.68 0.50 0.20
H -3.39 -0.39 0.68 0.50
H 2.50 -0.35 -1.11 0.22
N -0.10 -0.27 -0.25 -0.42
C 1.97 0.56 -1.37 -0.70
H 0.72 -1.97 -1.17 0.19
O -2.20 1.53 0.56 -0.67
H -0.61 1.51 2.25 0.49
```

Its SMILES is C/C=N\C.O=C(O)O. The LUMO energy is 0.026 hartree. As for the spin multiplicity: 1. The value obtained for the energy above the lowest of the compared OMol25 structures with the same formula, charge and spin is 148.3 kJ/mol.

---

# 4
DFT (ωB97M-V with the def2-TZVPD basis set) results for 14 unconnected molecules or ions with the total composition C47H133N17O14.

XYZ file:
```
211
Properties=species:S:1:pos:R:3:lowdin_charge:R:1
C -12.85 -8.67 -22.86 -0.66
H -5.86 -16.21 -23.96 0.06
C -18.48 -15.65 -18.23 -0.44
H -10.98 -11.97 -21.69 0.09
O -18.31 -9.02 -21.70 -0.18
H -7.68 -9.87 -18.80 0.12
H -6.26 -12.98 -25.25 0.07
N -13.46 -12.60 -23.45 0.08
H -6.88 -12.82 -23.60 0.08
H -18.60 -14.48 -24.26 0.13
H -15.17 -13.75 -22.15 0.07
H -14.29 -12.84 -27.35 0.12
H -15.43 -9.92 -24.94 0.12
H -8.71 -6.68 -24.84 0.13
H -9.90 -15.08 -18.96 0.06
H -13.52 -14.98 -28.17 0.05
H -16.93 -8.58 -23.77 0.14
H -4.05 -8.42 -21.42 0.09
C -10.30 -14.37 -18.23 -0.03
H -15.22 -20.16 -25.43 0.15
H -18.42 -14.58 -18.43 0.13
H -16.40 -15.91 -18.08 0.05
N -15.92 -14.20 -27.19 0.05
H -6.00 -11.44 -20.00 0.04
H -17.67 -10.86 -22.12 0.10
H -11.33 -12.67 -25.49 0.15
C -15.68 -18.98 -23.75 -0.28
N -13.36 -11.36 -16.61 0.03
O -6.16 -8.65 -21.45 -0.20
H -19.23 -9.43 -24.23 0.09
H -16.01 -18.15 -26.88 0.04
C -13.29 -10.18 -17.43 -0.46
C -8.59 -16.88 -20.99 -0.41
H -13.00 -14.65 -25.23 0.06
H -10.91 -8.14 -22.54 0.06
H -10.35 -13.49 -24.30 0.08
H -18.25 -10.05 -25.58 0.06
H -11.83 -13.61 -22.63 0.13
H -10.14 -15.36 -21.04 0.06
H -15.82 -17.93 -23.52 0.13
C -17.11 -9.67 -23.73 -0.41
O -16.46 -11.44 -27.80 -0.21
H -11.70 -8.98 -25.40 0.03
H -10.15 -18.15 -21.70 0.12
O -12.91 -8.25 -23.98 0.03
H -15.78 -20.37 -21.18 0.10
H -12.51 -11.38 -19.05 0.07
H -6.69 -17.54 -20.98 0.06
H -17.58 -16.40 -14.43 0.10
H -11.46 -5.24 -24.90 0.08
H -4.30 -13.63 -19.49 0.08
C -9.66 -8.44 -25.77 -0.38
C -11.04 -8.89 -26.22 -0.06
O -10.83 -11.60 -23.84 -0.21
C -15.00 -13.43 -27.92 -0.49
H -14.98 -14.29 -18.99 0.06
C -14.07 -14.30 -28.76 -0.06
H -11.74 -14.31 -16.50 0.13
N -13.89 -9.29 -22.21 0.18
O -5.61 -16.38 -19.30 0.05
N -10.95 -16.26 -16.79 0.05
H -19.27 -16.42 -19.92 0.07
H -14.29 -19.28 -20.97 0.08
N -17.16 -16.22 -18.69 0.05
C -8.06 -15.52 -25.62 -0.18
H -9.85 -10.87 -22.19 0.01
H -15.92 -11.30 -24.21 0.04
H -16.19 -13.76 -26.32 0.03
H -12.18 -17.54 -20.91 0.09
H -10.71 -16.80 -17.59 0.02
H -15.80 -18.58 -21.38 0.07
H -5.43 -9.17 -19.56 0.10
H -15.38 -9.80 -17.04 0.11
C -10.27 -11.77 -22.51 -0.07
C -17.81 -7.81 -21.31 -0.15
O -10.41 -17.72 -19.70 -0.20
H -19.50 -15.13 -16.45 0.09
H -19.65 -17.41 -18.52 0.09
H -13.89 -14.54 -20.32 0.08
N -16.19 -13.95 -22.12 0.16
H -14.00 -11.11 -15.79 0.10
C -19.58 -16.37 -18.88 -0.08
N -5.91 -15.27 -24.34 0.02
C -7.09 -13.21 -24.62 -0.05
H -9.03 -8.62 -20.25 0.08
H -12.31 -15.70 -19.01 0.07
H -13.96 -17.42 -25.02 0.07
H -10.94 -9.84 -26.72 0.07
H -8.36 -9.66 -24.54 0.06
C -18.39 -10.11 -24.48 -0.03
N -5.91 -14.93 -20.98 0.16
H -5.68 -14.07 -21.49 0.10
C -6.33 -8.84 -20.01 -0.19
C -11.77 -18.09 -20.05 -0.10
C -9.70 -7.02 -25.20 -0.23
C -11.39 -14.94 -17.30 -0.39
C -7.43 -9.86 -19.83 -0.42
H -9.41 -12.50 -22.58 0.10
C -12.57 -15.11 -18.20 -0.22
H -17.04 -7.42 -21.97 0.08
C -12.28 -13.43 -23.63 -0.44
H -11.30 -15.68 -26.16 0.07
H -10.69 -13.48 -18.69 0.07
H -16.64 -14.84 -14.29 0.10
O -9.44 -15.47 -25.31 -0.21
H -8.30 -16.50 -19.99 0.14
H -18.44 -14.99 -22.56 0.10
H -16.74 -13.85 -21.31 0.06
H -11.65 -8.90 -21.26 0.05
H -13.88 -12.08 -17.10 0.05
H -11.49 -8.22 -27.00 0.10
H -14.66 -8.76 -18.28 0.10
C -15.76 -12.37 -28.73 -0.16
N -4.86 -14.32 -19.05 0.15
H -13.33 -18.99 -24.79 0.07
H -9.73 -10.15 -24.80 0.02
H -6.64 -7.88 -19.53 0.13
H -5.24 -15.13 -25.14 0.09
H -11.90 -19.19 -20.13 0.09
H -7.79 -14.85 -23.64 0.09
C -14.70 -9.72 -17.89 -0.15
C -4.96 -7.86 -21.73 -0.07
N -9.28 -9.29 -24.60 0.07
N -18.15 -14.38 -23.33 0.15
H -20.58 -15.93 -18.73 0.09
H -13.32 -11.64 -23.17 0.05
H -9.04 -18.99 -20.64 0.13
H -7.66 -16.57 -25.74 0.13
H -12.39 -9.59 -19.26 0.05
H -14.28 -12.90 -19.84 0.07
C -14.09 -13.90 -19.46 -0.11
H -10.83 -4.28 -26.32 0.07
H -9.86 -4.36 -24.84 0.09
H -17.23 -18.91 -26.05 0.09
N -16.32 -18.43 -25.99 0.05
H -15.52 -15.09 -26.83 0.08
C -7.03 -11.30 -20.20 -0.05
H -14.66 -9.59 -22.75 0.02
C -9.54 -18.02 -20.79 -0.21
N -11.77 -8.35 -22.08 0.18
C -5.38 -15.32 -19.78 -0.72
N -7.35 -17.30 -21.71 0.05
H -12.83 -9.43 -16.72 0.15
H -16.44 -12.84 -29.43 0.12
C -14.01 -18.44 -25.40 -0.05
H -9.59 -15.79 -22.68 0.07
O -12.97 -13.79 -18.61 -0.20
O -10.15 -6.09 -26.17 -0.20
C -12.82 -14.79 -24.17 -0.04
H -17.33 -17.22 -18.69 0.07
C -17.59 -15.29 -14.63 -0.13
H -13.77 -18.52 -26.45 0.08
H -11.65 -16.84 -16.28 0.08
C -10.23 -15.75 -26.45 -0.10
H -13.95 -12.59 -24.39 0.09
H -18.66 -7.05 -21.31 0.11
C -12.33 -10.41 -18.55 -0.07
H -18.50 -14.86 -14.22 0.09
C -17.32 -9.88 -22.25 -0.21
H -17.27 -7.90 -20.35 0.08
H -17.08 -10.20 -18.96 0.10
H -4.94 -6.92 -21.23 0.07
C -17.25 -10.53 -28.55 -0.12
H -11.21 -10.41 -18.22 0.11
H -10.13 -16.75 -26.69 0.06
H -4.38 -14.73 -18.24 0.12
H -10.40 -7.02 -24.34 0.10
H -8.38 -9.33 -21.57 0.08
H -7.80 -15.11 -26.65 0.13
H -7.51 -12.08 -19.57 0.09
C -16.39 -11.06 -18.70 -0.15
H -13.72 -14.92 -23.61 0.05
H -17.62 -10.98 -29.49 0.09
H -13.38 -15.60 -17.61 0.14
N -15.86 -10.31 -24.08 0.05
H -16.61 -9.67 -28.75 0.08
O -17.50 -15.08 -16.00 -0.20
C -15.22 -19.48 -21.54 -0.08
H -16.34 -9.69 -21.71 0.12
H -16.71 -11.39 -17.69 0.09
H -14.97 -11.78 -29.28 0.14
C -9.29 -15.69 -21.62 -0.06
O -14.73 -19.53 -22.89 -0.17
H -16.59 -11.87 -19.42 0.08
H -9.40 -14.11 -17.69 0.07
H -6.33 -15.57 -21.65 0.03
H -12.12 -15.65 -24.03 0.09
H -7.99 -12.81 -24.98 0.05
H -16.63 -19.38 -23.50 0.12
H -10.14 -15.05 -27.26 0.09
C -11.17 -12.85 -24.40 -0.23
H -14.60 -14.86 -29.54 0.09
O -15.07 -10.69 -18.90 -0.21
N -8.66 -9.54 -20.58 0.03
H -8.53 -14.88 -21.67 0.06
H -18.13 -10.26 -27.91 0.08
H -18.65 -11.14 -24.27 0.07
C -10.60 -4.89 -25.47 -0.08
H -9.06 -8.53 -26.63 0.12
H -7.22 -11.47 -21.27 0.06
H -13.40 -13.70 -29.27 0.05
H -13.79 -9.68 -21.30 0.07
C -15.33 -19.10 -25.14 -0.46
H -18.89 -16.67 -16.36 0.13
C -7.23 -14.71 -24.57 -0.44
O -16.26 -13.65 -24.41 -0.03
H -4.91 -7.62 -22.76 0.07
C -16.84 -13.99 -23.37 -0.62
H -7.60 -18.14 -22.23 0.08
C -18.64 -15.64 -16.69 -0.20
H -12.37 -17.79 -19.16 0.08
```

The LUMO energy is 0.014 hartree. As for the spin multiplicity: 1. The value obtained for the energy above the lowest of the compared OMol25 structures with the same formula, charge and spin is 332.2 kJ/mol.